# 1
The following is a quantum chemistry calculation of a cluster of 7 separate species, C23H39ClN4O10 in total at a distorted geometry, from the Open Molecules 2025 dataset.

```
77
Properties=species:S:1:pos:R:3:forces:R:3
Cl 2.836350 -4.002825 -0.911969 0.8786 -0.2085 0.9953
O 2.881899 4.956493 -0.624393 0.0543 -0.0203 0.0861
O -1.439968 -5.478115 -1.924425 -0.1435 0.1395 -0.1828
O 4.102572 -3.728418 -1.547273 -0.2838 0.1207 -0.2501
O 1.975577 -2.838219 -0.995403 -0.3327 0.3890 -0.1795
O -1.377734 -3.680169 -3.117344 -0.0983 -0.1129 0.0448
O -2.095632 4.116186 2.464642 0.0985 -0.1292 0.2525
O 2.190687 -5.121028 -1.554469 -0.2115 -0.0384 -0.1707
O -3.936387 3.225306 1.798896 0.0314 -0.1135 0.2492
O 3.077924 3.248545 0.663620 -0.0344 -0.2773 0.1840
O 3.081941 -4.299392 0.488856 -0.3627 0.0121 -0.5035
N 3.443590 4.323279 0.247024 -0.0549 0.4257 -0.2077
N -3.305883 4.052879 2.429078 0.0079 0.2795 -0.8603
N -0.955786 0.239030 0.132113 -0.3971 0.0980 -1.2148
N -1.145236 -4.860241 -2.925293 0.3494 -0.1601 0.0287
C -2.039225 -1.568866 4.518659 -0.8478 0.0395 0.2613
C 4.676890 4.943867 0.841256 -0.0275 -1.2377 -0.5386
C -4.063997 5.130752 3.101793 -0.2572 0.2477 0.5462
C 0.968199 1.028375 -1.109831 -0.1029 0.1451 -0.1781
C -1.330773 1.512512 -0.550006 -0.6705 0.8129 -0.3110
C -0.030411 2.204757 -0.957621 0.1672 -1.2036 1.2869
C -4.110676 -0.345943 4.784868 -0.3130 -0.7219 0.1536
C 4.281097 2.594049 -4.494697 0.3852 0.2367 0.9147
C -2.750837 -3.172494 0.349804 -0.3070 -0.5515 0.1637
C 3.711247 0.558456 -3.338259 -0.1484 -0.0684 0.0998
C -2.786079 -2.699003 4.206272 0.5995 -0.2357 -0.2679
C -4.831644 -1.520402 4.556869 -0.0660 0.2127 -0.2478
C -2.725839 -0.395384 4.828054 0.4053 0.4706 -0.2503
C -4.176568 -2.690700 4.205074 0.3930 0.0656 0.4882
C -0.673555 0.495051 1.551049 -0.1991 -0.2930 0.2445
C 5.858566 0.775545 -4.401264 -0.1525 0.8309 -0.2997
C -2.073447 -0.760584 -0.005143 0.5949 -0.6640 0.2135
C 3.396618 1.853259 -3.704362 0.1568 0.6038 -0.7441
C 4.930127 0.009350 -3.719248 0.5009 -0.2487 0.1659
C 5.536203 2.083453 -4.775473 0.0291 -0.5053 -0.2925
C 0.265586 -0.249249 -0.630308 0.1659 1.2206 0.2088
C -1.671769 -2.114804 0.538192 0.4781 -0.6312 0.6493
C -0.356130 -5.600027 -3.982804 -0.1127 0.9140 1.2101
H 3.026457 -0.020162 -2.733455 0.0605 -0.1530 -0.0487
H -3.324695 -3.358624 1.261252 -0.1031 0.4156 -0.0040
H -0.063720 -0.802195 -1.502611 -0.0316 -0.6249 0.3779
H -2.224484 -0.861078 -1.078204 -0.3578 0.1312 0.0041
H -3.812253 6.090106 2.659033 0.1890 -0.1438 -0.2284
H -3.753171 5.158873 4.143321 -0.0160 -0.1113 -0.0123
H 5.085535 4.200349 1.517153 -0.1914 0.2982 0.4384
H 5.380157 4.999655 0.013659 -0.0978 0.5972 -0.0287
H -0.322928 -0.440364 1.970941 0.1075 0.1134 0.2699
H 0.280317 2.789780 -0.093165 0.1113 0.6111 -0.4736
H 0.064310 1.279547 1.686446 0.0118 0.0653 -0.1510
H -1.944520 2.112837 0.124458 0.0787 -0.0815 0.1085
H -3.454551 -2.933554 -0.448896 0.0781 -0.0222 -0.0737
H -2.309237 -4.142751 0.127877 0.0909 0.1256 -0.2889
H -1.440416 -2.078045 1.606718 -0.2282 0.2630 0.0241
H 4.065387 3.637171 -4.695222 -0.1333 -0.1030 -0.2790
H -4.701939 -3.616997 4.015698 -0.1463 0.0901 -0.0396
H 2.479616 2.370280 -3.444183 -0.1306 -0.3856 0.2380
H -2.163963 0.495222 5.093675 -0.0451 -0.0125 -0.0661
H -2.230484 -3.601486 3.972232 -0.2285 -0.0837 -0.0347
H 1.205613 0.981916 -2.167707 0.2559 -0.4607 0.0614
H -2.953089 -0.393894 0.522530 -0.0541 0.2588 -0.1992
H 6.853713 0.440833 -4.662926 -0.1022 -0.4203 0.1338
H -0.681888 -6.628201 -3.911830 0.0274 -0.0801 -0.4224
H -0.121788 2.756298 -1.883334 -0.0591 0.3951 0.1753
H -5.123383 4.934234 2.998647 0.0058 -0.1235 0.0085
H -5.908790 -1.496637 4.670895 -0.0065 -0.0460 -0.2393
H 4.365112 5.884942 1.269486 0.2804 0.1478 0.0441
H 0.860560 -0.771211 0.107116 0.1405 -0.7083 -0.5523
H -1.978708 1.287448 -1.397777 0.2320 -0.2893 -0.0916
H 5.205780 -1.000164 -3.438863 -0.2468 -0.0234 0.0972
H -0.728534 -2.468287 0.114436 -0.1465 0.1331 -0.4422
H -4.687897 0.551627 4.961230 0.2916 0.1671 0.2040
H 0.664887 -5.481275 -3.612808 0.0829 -0.1783 -0.1895
H -0.516602 -5.033705 -4.890032 0.0050 -0.4016 -0.2824
H 1.888218 1.144922 -0.543268 0.0407 0.4157 -0.1510
H -1.635970 0.765715 1.980480 0.1760 0.1361 0.3612
H -0.960779 -1.628906 4.572319 0.0173 0.0764 -0.0327
H 6.280644 2.650465 -5.321848 -0.1311 0.1690 0.0370
```
Positions in Å, forces in eV/Å.

- E_LUMO (eV) = -0.72
- orbital gap (Ha) = 0.274
- spin multiplicity = 1
- energy relative to the best compared isomer or geometry (same formula, charge and spin) (kcal per mole) = 26.3



# 2
The following is a quantum chemistry calculation of a structure of composition C23H39F2InN2O3 at a distorted geometry, from the Open Molecules 2025 dataset.

```
70
Properties=species:S:1:pos:R:3:forces:R:3
In 2.848130 -1.953186 -0.376174 1.4612 -1.0702 1.9474
F 1.234181 -2.863476 -3.085105 -0.0544 1.2093 1.2244
F 1.796743 0.318241 -3.557192 -0.5472 -1.0140 1.1261
O -0.579628 -1.718485 -2.588420 0.2670 -0.5889 -0.2950
O -5.000352 0.555044 -0.943434 0.1775 -0.0716 -0.3281
O 2.102101 1.131797 -1.512118 0.0308 0.0760 -0.9449
N -5.135739 0.913893 -3.132371 -0.1005 0.5460 -0.9135
N 1.293784 -0.964656 -1.523950 0.2578 -0.8154 -3.9221
C -4.384240 0.428692 -1.959504 0.2555 -0.6021 2.6124
C 0.821680 -2.384710 1.942667 0.6337 -1.0515 -0.0741
C -4.107606 2.064701 3.212585 0.1523 -0.6596 -1.7570
C 0.458943 0.603125 2.894040 0.5218 0.8553 0.4695
C 4.436653 -2.961366 -1.610845 0.6060 0.4068 -1.1499
C 6.776699 0.427383 -3.436540 -0.9342 -1.3044 1.1862
C -4.323054 2.678422 1.745999 0.1637 0.9016 0.4856
C 6.323535 -0.672186 -4.276153 -0.4416 -0.1807 1.3051
C 6.503470 0.412186 -1.995318 -1.1595 -2.3908 -1.3655
C 1.750594 0.199306 -2.172586 0.1097 0.4815 2.0915
C -3.024344 -0.156419 -2.096522 -0.1089 0.5384 -0.8508
C 5.270238 -1.830329 -2.325685 0.4840 0.4841 0.2057
C 0.601149 -1.842547 -2.404409 -0.9085 0.9931 0.0020
C -1.529496 1.967132 3.732659 0.4457 -0.9923 -0.7239
C -0.412807 0.905402 4.176422 -0.3945 0.5411 -1.2596
C 1.629380 -1.777333 3.160007 0.5649 0.0256 -0.5496
C -2.784215 1.190487 3.175112 -0.6005 0.0545 1.1786
C 1.781568 -0.208743 3.162626 -0.5474 0.0666 0.9144
C -4.426369 4.272404 1.803822 -0.1296 -1.0469 -0.0488
C 1.787039 -3.344424 1.082465 -1.2150 0.5723 -0.3611
C -5.336105 -0.077757 -4.229719 -0.0967 -0.0853 -0.3761
C 5.755648 -0.726036 -1.465980 0.8913 0.4792 -2.0314
C 5.558687 -1.823516 -3.757842 0.8919 2.3896 1.8173
H 3.582965 -0.673108 0.665137 -0.3368 -0.2839 -0.4944
H 2.118924 0.078225 4.206127 -0.2543 -0.1879 -1.0285
H 0.205442 1.340033 5.002970 -0.4379 -0.6297 -0.6543
H -0.924005 -0.055061 4.464265 0.5739 1.0030 0.2248
H 5.091658 -3.563642 -0.920556 -0.5789 0.7177 -0.5108
H 6.565406 -0.637228 -5.362914 -0.2351 -0.0162 0.9616
H 7.330096 1.297594 -3.850117 -0.4794 -0.8848 0.1072
H -0.068277 -2.963853 2.334371 0.8085 0.5941 -0.3618
H 2.520812 -3.891395 1.727717 -0.7385 0.3214 -0.5618
H -4.050207 2.889087 3.973122 -0.0256 -0.9001 -0.6599
H -1.113468 2.553426 2.858984 -0.3141 -0.3641 1.0388
H 2.588824 0.161892 2.480460 -0.8285 -0.7128 0.3497
H 5.553703 -0.744163 -0.375151 0.0489 -0.1101 -1.0117
H 5.197556 -2.651769 -4.408643 0.4159 0.8460 0.5570
H -2.582092 0.800230 2.136238 -0.2275 0.5154 1.0130
H 1.134940 -4.063927 0.505258 0.7833 0.4123 0.6544
H -4.471726 -0.045145 -4.890167 -0.0611 -0.1371 0.0932
H 6.809859 1.221311 -1.293243 -0.1845 -0.7063 -0.8598
H -6.020321 1.223681 -2.716520 0.0203 0.0187 -0.1639
H -3.906820 4.688726 0.902440 -0.7143 -0.0264 0.8129
H -2.983443 0.270129 3.796449 0.4232 0.8905 -0.4191
H -4.642326 1.735340 -3.493059 -0.1589 0.0810 -0.1138
H 0.427187 -1.628578 1.217339 0.2115 -0.3142 0.9044
H 1.237010 -2.181404 4.138733 0.1578 0.6621 -0.9660
H 2.676234 -2.197552 3.081403 -1.0101 0.4589 0.1520
H -0.218947 0.163152 2.120164 0.7335 0.1328 0.5501
H -3.439033 2.459263 1.082009 -0.7562 -0.0495 0.8252
H 0.781504 1.608348 2.486445 -0.3455 -0.9914 0.3407
H -2.395009 0.210317 -1.286519 -0.0925 -0.1636 0.0789
H -3.090675 -1.244134 -2.047856 0.1327 0.0097 0.0166
H -1.761744 2.706846 4.538355 -0.1213 -0.8129 -0.5248
H -6.232734 0.210058 -4.775245 0.0995 -0.0576 -0.0271
H -5.214368 2.203820 1.251949 0.7449 0.5928 0.4542
H 4.026578 -3.692809 -2.366626 0.4013 0.8051 0.6662
H -5.508217 4.574924 1.856177 1.1543 0.0247 -0.0764
H -4.986855 1.395204 3.438435 0.8770 0.7782 -0.0235
H -5.464284 -1.070070 -3.801586 0.0287 0.0889 0.0096
H -3.888660 4.611981 2.730394 -0.5440 -0.0977 -1.0026
H -2.571751 0.137206 -3.045274 0.1531 -0.2538 0.0350
```
Positions in Å, forces in eV/Å.

- E_LUMO (eV) = -1.87
- orbital gap (Ha) = 0.169
- spin multiplicity = 1



# 3
The following is a quantum chemistry calculation of a structure of composition C23H39FFeO23 at a distorted geometry, from the Open Molecules 2025 dataset.

```
87
Properties=species:S:1:pos:R:3:forces:R:3
Fe 1.392381 3.327324 -0.865381 -0.9770 -0.6785 0.8922
F -2.663772 0.568464 -3.741008 -0.3061 0.1434 -1.4046
O -0.644089 -3.382728 -3.031661 0.4952 0.2888 -0.0072
O 0.113487 1.654197 -0.369460 -2.4197 -1.5197 -1.7152
O 2.999278 4.452157 0.412120 2.6320 0.7283 0.8542
O -3.579963 2.426500 -1.142593 -0.5824 3.3614 1.9476
O 0.765845 -4.075464 -1.420630 2.4300 -0.0853 1.1394
O -0.412546 4.215000 -1.479096 -1.7377 -0.5173 -3.6552
O 1.499992 2.499015 -2.739908 -4.9367 0.3523 -2.6283
O 0.414197 -5.368211 -3.062272 1.3161 -0.8944 -0.4324
O 0.297577 4.737313 0.320620 0.6159 1.3306 3.1154
O -2.922604 -0.875942 1.144267 0.3002 0.4506 -2.1232
O -1.197755 -2.809112 2.566548 -0.6762 0.7666 -1.0534
O -1.687251 -4.661009 3.557192 -0.1066 0.2423 -0.2771
O 3.200676 2.372961 -1.735363 4.8783 0.4297 4.2397
O -3.147824 2.783926 -3.235310 1.9028 -0.9975 -2.5500
O 4.651527 5.972455 0.895705 0.5545 0.1000 -0.3839
O -3.458884 -1.901859 -0.722138 1.2056 0.6496 0.3398
O 1.583567 2.165081 0.881330 4.4146 1.3804 3.3363
O 4.905184 -2.764892 0.241699 -0.3194 -0.1721 -0.4274
O 5.107843 3.897085 1.167650 0.4601 0.8540 0.4394
O -1.902819 -4.575057 1.232968 0.6755 2.0081 3.6878
O -4.304734 4.338206 -2.134500 0.6509 0.6652 0.0849
O -4.787189 -2.130382 1.127898 1.1579 -0.1149 -0.8841
O 4.553595 -0.940752 -0.661182 -0.4780 -0.4202 0.1371
C -0.125224 -5.773895 -4.322186 -1.3920 0.6917 -0.0131
C -2.495115 1.573796 -2.874692 -0.2565 -1.7950 2.6074
C -3.784911 -1.724151 0.561008 -1.9508 0.5955 0.8121
C -0.639466 4.952602 -0.492305 2.9209 -1.5106 -0.6649
C -1.705827 5.949185 -0.354269 -0.3810 0.1941 -0.3786
C 3.576551 -1.278472 1.541525 -0.8028 0.0201 1.0816
C -3.652854 3.350059 -2.189535 -1.9617 -1.9009 2.3404
C 3.908709 7.168269 0.581495 -1.4793 0.0563 1.4761
C 2.836359 0.433971 -3.205221 -0.3335 2.0493 -0.0747
C -3.270752 -0.208593 2.343609 0.1716 -1.0045 0.7688
C -1.650017 -4.060100 2.342005 -0.1109 -1.3067 -0.7109
C -3.189767 1.170052 -1.525038 0.6705 0.2982 -2.2716
C 4.272933 -1.689470 0.313669 1.3601 0.6101 0.1064
C 0.362154 -3.203859 -0.362847 -1.5156 0.0057 -0.8456
C -0.859382 -2.247844 3.881445 0.9215 -1.2822 -0.3213
C 0.702910 1.342734 0.704998 -1.5344 0.8256 -2.9583
C 0.164599 -4.152526 -2.569121 -2.3807 -0.3730 -0.6415
C 4.918311 2.583643 1.679348 -0.8051 -0.8723 -0.9506
C 0.353922 0.190393 1.573941 0.7371 1.3381 0.2026
C -4.188869 -2.854414 -1.461096 -0.8038 -1.8532 0.6328
C 2.523074 1.828290 -2.575107 -0.4909 -1.9390 -0.5805
C 4.153176 4.733718 0.820408 -2.4694 -0.1334 -1.5889
C -2.180443 -5.972936 3.731413 -0.3027 -0.9572 -0.5524
H -0.722581 -3.254780 -0.456872 -0.0666 0.3376 0.9345
H 2.663929 -0.383194 -2.504783 -0.0261 0.2967 0.0902
H 2.649586 -1.825748 1.712777 -0.1186 -0.0672 -0.3711
H 0.253163 -5.216600 -5.179124 0.2954 0.0912 0.2466
H 5.863535 2.243757 2.102595 -0.1865 0.4929 0.3019
H -0.030612 -6.844650 -4.502845 0.6433 0.1315 0.5615
H -2.153774 5.738281 0.616798 -0.3445 0.5632 -0.1383
H 3.359745 -0.214834 1.640405 0.1128 0.0088 -0.4609
H -4.171804 -3.778769 -0.883703 -0.4932 -0.0506 0.2884
H -2.435781 0.699117 -0.894296 -0.4101 0.1375 0.2911
H -1.298150 6.955263 -0.452786 0.3738 -0.0280 0.7239
H -5.222610 -2.542040 -1.609045 0.1186 0.0771 -0.0560
H 4.379017 8.060879 0.994008 1.0933 -0.4790 -0.3379
H -2.544564 -0.692249 2.996935 -0.7512 0.4242 0.8943
H -4.122164 0.620618 -1.654871 0.3698 -0.7236 -0.2071
H -3.172081 -5.980447 4.183851 -0.0455 0.3607 -0.1162
H 2.185602 0.344994 -4.075108 0.1901 -0.2527 0.0110
H -1.467172 -2.639561 4.697075 0.0505 -0.0476 -0.3053
H 3.890727 0.473055 -3.478864 -0.0841 -0.2869 -0.0684
H 0.381285 -0.728163 0.987769 -0.3401 0.0637 0.4391
H -2.226344 -6.480975 2.768136 -0.0208 -0.0184 0.0377
H -0.847767 -1.158293 3.910580 -0.4827 -0.1596 -0.7459
H -0.599967 0.467923 2.022464 -0.1511 -0.6123 -0.1304
H 1.134076 0.298142 2.327493 -0.1567 -0.8319 0.3268
H 4.052977 2.523759 2.339431 0.2529 0.2016 0.2518
H -1.436381 1.631652 -2.622026 0.1919 0.9518 -0.7609
H -4.316428 -0.374089 2.602972 0.2015 -0.2928 0.1638
H 0.630496 -2.150862 -0.448244 0.4806 -0.1192 -0.5905
H -3.092892 0.866544 2.367263 0.2095 -0.0165 -0.8573
H 3.593687 7.373379 -0.441631 0.3661 -0.7399 -0.0886
H 0.187096 -2.539221 3.971278 -0.0314 -0.0971 0.6792
H 4.190054 -1.577948 2.391251 0.2737 0.0299 -0.0849
H -1.529720 -6.534023 4.402105 0.2358 0.2917 -0.0971
H 4.709160 1.901381 0.855416 -0.1179 0.0694 -0.2248
H -2.392692 5.943572 -1.200607 -0.2833 -0.6979 0.3186
H -1.199248 -5.595601 -4.269469 -0.1049 0.1407 -0.2133
H 3.042496 7.157970 1.243064 -0.5797 -0.3187 -0.4726
H -3.735339 -3.214999 -2.384350 0.5143 1.2278 -0.0977
H 0.745650 -3.607969 0.574022 -0.1392 -0.1665 -0.2826
```
Positions in Å, forces in eV/Å.

- E_LUMO (spin up / spin down) (eV) = 0.12 / -2.95
- orbital gap (spin up / spin down) (Ha) = 0.356 / 0.241
- spin multiplicity = 7
- <S²> = 12.016